Below is 8 unconnected molecules or ions with the total composition C50H91N13O9P, with properties calculated with the ωB97M-V functional and the def2-TZVPD basis.

As for the electronic energy: -100384.219 eV. The calculation puts the frontier orbital gap at 7.37 eV. As for the charge: +1.

XYZ file:
```
164
Properties=species:S:1:pos:R:3:forces:R:3:lowdin_charge:R:1
C 6.037110 3.175769 1.655275 0.142 0.069 -0.848 -0.108
C 5.810462 3.126153 -0.000690 1.953 0.863 0.018 -0.223
C 4.580040 2.207280 -0.494691 0.762 -1.178 1.446 -0.114
C 3.399005 2.724669 -1.419218 0.369 -2.363 -1.432 -0.289
N 3.659900 3.636874 -2.570958 6.873 0.367 -1.874 0.159
C 4.908828 3.752935 -3.038920 4.165 -1.292 0.683 -0.020
O 6.222917 3.755729 -3.400543 -11.132 0.265 2.610 0.037
C 2.735778 1.325301 -2.094043 -1.373 1.263 -1.282 -0.215
C 3.511440 0.767558 -3.413360 -0.575 -1.032 -0.799 -0.085
C 3.065194 1.487587 -4.858145 -2.810 1.232 -1.679 -0.295
C 4.214777 2.106023 -5.905456 -0.073 -1.711 0.176 -0.074
N 1.772042 1.566772 -5.314761 5.182 -0.752 2.722 0.091
N 2.440524 0.395597 -0.982081 1.775 0.134 -0.538 -0.124
P 3.365385 -1.000326 -0.623823 -1.523 -8.045 4.379 0.777
O 2.456635 -2.228074 -0.080291 2.875 5.707 -2.383 -0.352
O 4.294921 -1.804066 -1.859420 0.452 3.928 1.904 -0.184
O 4.582041 -0.842219 0.675070 -0.701 0.961 -3.676 -0.206
C 1.493709 0.914382 0.050390 -1.607 -2.574 2.462 -0.290
O 1.920211 0.339180 1.373514 -1.353 1.585 -1.461 -0.086
C 0.009403 0.165765 -0.142522 0.295 -1.058 -0.789 -0.116
C -0.509655 0.070988 -1.684971 -1.001 -0.184 -0.236 -0.181
C -2.093493 -0.466231 -1.686740 0.568 -0.247 0.259 -0.178
C -3.116327 0.540303 -2.484834 -0.175 -0.869 -0.705 -0.169
C -4.558554 0.790131 -1.733843 0.282 0.029 -0.125 -0.199
O -4.549704 1.853348 -0.717142 0.187 0.101 -1.558 -0.252
C -4.792702 3.184954 -1.296957 -0.718 1.387 0.506 -0.286
C -4.803179 4.378706 -0.129467 0.048 -0.091 0.396 -0.129
C 1.392333 2.552111 0.234687 -1.474 -0.479 1.693 -0.142
C 1.559885 3.025889 1.807359 -0.018 0.834 2.509 -0.108
O 2.922325 2.967315 2.358558 -1.051 -0.943 0.037 -0.293
C 2.919163 2.433314 3.743204 0.091 -0.605 1.034 -0.078
O -0.029832 2.838183 -0.174279 2.809 -1.044 -2.561 -0.065
N -0.832969 3.146462 0.814538 -4.832 0.029 3.010 -0.039
O -1.999399 2.839977 0.632624 3.904 0.974 -0.407 0.092
N 2.172631 3.384721 -0.763594 -0.415 0.518 -1.625 0.013
C 2.276204 4.859321 -0.468349 -1.204 3.785 0.883 -0.100
C 3.474426 5.450710 0.403337 4.034 3.596 -1.072 -0.141
N 4.328949 6.380454 -0.209020 -3.684 -4.235 2.629 0.078
H 7.185911 3.371550 1.869772 -2.490 -0.438 -0.481 0.096
H 5.739453 2.118220 2.065427 0.516 2.190 -0.502 0.084
H 5.418524 4.047610 2.144326 1.134 -2.018 -0.858 0.062
H 6.830643 2.649962 -0.402755 -2.393 0.931 0.669 0.125
H 5.827149 4.232603 -0.449631 -0.285 -2.523 0.988 0.100
H 5.076022 1.276665 -1.063572 -1.264 2.164 0.867 0.123
H 4.144427 1.703417 0.497288 0.564 1.219 -2.220 0.125
H 1.654711 1.558657 -2.559655 2.216 0.019 1.086 0.147
H 3.091630 -0.339687 -3.584721 1.216 2.316 0.605 0.144
H 4.677269 0.745429 -3.302106 -2.235 0.046 -0.233 0.117
H 3.894458 3.120397 -6.390958 0.540 -1.967 1.256 0.094
H 4.286211 1.303439 -6.785726 -0.213 1.787 1.888 0.101
H 5.287902 2.119051 -5.412232 -2.306 0.264 -0.942 0.069
H 1.142295 1.115056 -4.618469 0.374 0.253 -0.418 0.025
H 5.224600 -1.386236 -1.831968 -1.796 -1.057 -0.386 0.096
H 5.461001 -0.576390 0.272698 -1.280 -0.365 0.826 0.065
H 1.061904 0.258737 1.907661 1.392 -0.160 -0.991 0.070
H 0.220483 -0.965090 0.185418 -0.075 2.530 -0.748 0.142
H -0.793380 0.522788 0.644772 1.764 -0.263 -2.172 0.069
H 0.092954 -0.713553 -2.325037 -0.825 1.635 1.518 0.119
H -0.480756 1.095428 -2.262590 -0.049 -1.810 1.246 0.089
H -2.417578 -0.595558 -0.562977 0.485 0.360 -2.151 0.103
H -2.077882 -1.561849 -2.160382 -0.255 2.493 0.984 0.124
H -3.375747 -0.003951 -3.514199 0.509 1.274 2.114 0.121
H -2.562451 1.534751 -2.769923 -1.235 -1.756 0.743 0.105
H -5.343870 1.095537 -2.549510 1.294 -0.871 1.478 0.123
H -4.849601 -0.215724 -1.160981 0.473 2.224 -1.366 0.139
H -5.873723 3.198581 -1.766458 2.305 -0.265 0.718 0.098
H -4.007093 3.530018 -2.093004 -1.418 -1.183 1.362 0.094
H -3.941024 5.167613 -0.277129 -1.643 -1.670 0.062 0.069
H -5.823079 4.976821 -0.162208 2.198 -1.376 0.054 0.073
H -4.672399 3.941873 0.962789 -0.342 0.769 -2.495 0.051
H 1.231035 4.157461 2.005250 0.360 -2.489 -1.027 0.157
H 0.906469 2.390578 2.573857 0.920 1.166 -2.372 0.145
H 4.032294 2.307308 4.146342 -2.403 0.499 -1.259 0.119
H 2.351244 3.184631 4.460210 1.085 -1.579 -1.478 0.119
H 2.422872 1.348638 3.785929 0.966 2.439 -0.208 0.116
H 1.534420 3.453211 -1.626820 0.695 -0.488 1.400 0.197
H 1.250543 5.155273 0.073346 2.271 -0.832 -1.069 0.162
H 2.210484 5.507854 -1.472847 0.610 -1.839 2.128 0.172
H 3.725286 5.288311 1.554741 -1.378 -0.381 -2.605 0.130
H 5.036617 6.701709 0.498553 -0.966 -0.384 -0.573 0.058
C 3.577202 -5.126093 -0.199617 0.065 0.203 -0.093 -0.112
C 4.605458 -5.497768 0.863986 -0.263 0.268 -0.168 -0.275
C 4.826902 -7.007459 0.975753 -0.944 -0.287 0.453 -0.194
C 3.523531 -7.690864 1.356071 -7.140 -4.097 2.131 -0.167
N 2.442335 -8.257683 1.671699 8.573 4.590 -2.495 0.101
H 2.588383 -5.533224 0.034270 0.139 -0.021 -0.021 0.076
H 3.473050 -4.038324 -0.263656 -0.014 -0.364 0.005 0.021
H 3.879702 -5.498657 -1.184963 -0.041 -0.038 0.096 0.081
H 4.276167 -5.097563 1.830735 0.128 -0.117 -0.070 0.096
H 5.557811 -5.013019 0.622352 -0.007 -0.161 0.106 0.108
H 5.581246 -7.220914 1.740331 -0.225 -0.176 -0.048 0.109
H 5.183539 -7.415502 0.023711 -0.191 -0.051 0.145 0.115
C -4.870099 2.570689 -6.199020 0.074 -0.059 -0.103 -0.105
C -6.292880 3.115944 -6.270416 0.158 -0.372 0.225 -0.288
C -6.384978 4.591750 -5.877721 0.303 -0.124 1.004 -0.179
C -5.908328 4.772798 -4.445769 2.575 1.374 7.906 -0.104
N -5.513051 4.922881 -3.257863 -3.246 -0.794 -9.831 0.135
H -4.472704 2.610114 -5.179831 -0.058 0.069 -0.075 0.058
H -4.848473 1.522920 -6.515095 0.009 0.137 0.009 0.071
H -4.198966 3.138594 -6.853452 -0.018 -0.093 0.092 0.078
H -6.935920 2.515828 -5.615008 0.188 0.349 -0.238 0.051
H -6.669784 2.992914 -7.291763 -0.059 0.131 0.105 0.105
H -7.420717 4.938033 -5.958408 0.192 0.068 0.202 0.116
H -5.768774 5.206117 -6.543242 -0.010 0.024 0.259 0.116
C -10.103718 3.151796 1.482292 -0.125 0.062 -0.015 -0.114
C -9.080693 2.141662 0.972630 -0.310 0.192 -0.214 -0.274
C -7.940908 1.897437 1.963559 0.493 1.003 -0.061 -0.191
C -7.195983 3.197371 2.219922 4.330 7.115 1.706 -0.146
N -6.578005 4.275719 2.432420 -5.098 -8.600 -1.554 0.117
H -9.655628 4.138648 1.635787 -0.003 -0.150 0.031 0.071
H -10.912973 3.272757 0.755198 0.089 -0.044 0.136 0.074
H -10.543153 2.820948 2.430265 0.040 0.077 -0.119 0.078
H -8.674016 2.499337 0.018752 0.042 -0.150 0.161 0.110
H -9.588914 1.192393 0.770288 0.192 0.039 0.050 0.110
H -7.243129 1.157030 1.558492 0.089 0.240 0.114 0.106
H -8.331489 1.512627 2.911948 0.127 0.199 -0.045 0.115
C 5.247384 -5.393051 5.083531 0.098 -0.148 -0.109 -0.129
C 3.746034 -5.219098 5.289431 0.257 -0.369 0.054 -0.270
C 3.308193 -3.753328 5.266899 0.506 0.314 0.922 -0.198
C 4.003605 -2.992455 6.384009 3.732 4.531 6.154 -0.170
N 4.580401 -2.361386 7.310803 -4.558 -5.026 -7.368 0.096
H 5.822897 -4.921024 5.886151 -0.087 -0.018 -0.095 0.064
H 5.509540 -6.455802 5.078447 -0.074 0.231 0.012 0.039
H 5.565477 -4.958412 4.129004 -0.021 0.032 0.068 0.064
H 3.463824 -5.676931 6.245437 -0.025 0.105 -0.182 0.114
H 3.213829 -5.764000 4.501915 -0.067 0.146 0.098 0.104
H 2.224095 -3.682928 5.404574 0.192 0.167 0.099 0.109
H 3.559047 -3.291616 4.305667 0.048 0.076 0.202 0.108
C -4.443250 -0.988356 3.762736 -0.081 0.063 0.069 -0.105
C -3.877628 -2.067938 2.845523 -0.457 0.266 -0.039 -0.266
C -2.389812 -2.332365 3.084642 0.349 0.909 -0.350 -0.165
C -1.594468 -1.063381 2.824702 4.713 6.880 -1.279 -0.069
N -0.934759 -0.010714 2.608914 -5.197 -8.382 2.184 0.130
H -3.960553 -0.020561 3.593621 -0.015 -0.109 0.028 0.071
H -5.513445 -0.853835 3.576248 0.161 -0.039 0.068 0.072
H -4.311859 -1.260255 4.816312 -0.041 0.066 -0.136 0.082
H -4.039199 -1.767817 1.802919 0.101 -0.143 0.113 0.106
H -4.436412 -2.997003 3.003448 0.250 0.034 -0.067 0.116
H -2.036051 -3.122210 2.413690 0.190 0.248 0.067 0.122
H -2.218239 -2.660596 4.115613 0.133 0.215 -0.131 0.124
C 8.604078 -5.860592 8.691239 0.009 0.128 0.044 -0.115
C 8.835597 -7.338244 8.990650 -0.019 0.335 0.273 -0.277
C 8.551629 -8.240649 7.788267 -1.089 0.140 -0.044 -0.192
C 7.098780 -8.092367 7.366720 -8.087 0.602 -2.589 -0.141
N 5.893543 -7.969416 7.017183 9.599 -0.982 2.865 0.119
H 7.558981 -5.658768 8.435773 0.121 -0.061 -0.018 0.066
H 8.846555 -5.252642 9.568617 -0.003 -0.071 -0.159 0.075
H 9.233781 -5.525504 7.859129 -0.090 -0.012 0.103 0.077
H 8.200325 -7.632746 9.834983 0.131 -0.073 -0.171 0.114
H 9.875480 -7.478300 9.305881 -0.136 -0.133 -0.098 0.110
H 8.745333 -9.286356 8.049328 -0.203 0.106 -0.175 0.114
H 9.200245 -7.975161 6.946313 -0.241 -0.025 0.020 0.115
C -7.809349 -1.375702 -8.243881 0.088 -0.103 -0.032 -0.115
C -9.232130 -0.830447 -8.315277 0.138 -0.423 -0.019 -0.274
C -9.324228 0.645359 -7.922582 0.236 -0.106 1.074 -0.186
C -8.847578 0.826407 -6.490630 2.503 1.234 7.993 -0.144
N -8.452301 0.976490 -5.302723 -3.274 -1.401 -9.427 0.117
H -7.411954 -1.336277 -7.224692 -0.059 0.063 -0.107 0.068
H -7.787723 -2.423471 -8.559955 0.022 0.176 0.006 0.075
H -7.138216 -0.807797 -8.898313 -0.057 -0.090 0.086 0.077
H -9.875170 -1.430563 -7.659869 0.016 0.196 -0.124 0.115
H -9.609034 -0.953478 -9.336624 -0.043 0.147 0.158 0.112
H -10.359967 0.991641 -8.003269 0.200 0.080 0.194 0.116
H -8.708024 1.259726 -8.588103 -0.004 -0.013 0.231 0.113
```
Positions in Å, forces in eV/Å.